1.
The following is a quantum chemistry calculation of a molecular structure, C45H50CsN8O2P2S, from the OMol25 dataset.

Element x y z (Å)
Cs (-0.00853, 1.17753, -0.84521)
N (2.64432, 1.62573, -3.23180)
C (3.74132, 1.04113, -2.66779)
S (5.10992, 2.02256, -2.38009)
N (3.71738, -0.24881, -2.32138)
N (2.47059, -0.75432, -2.42036)
C (2.30708, -2.03025, -2.32729)
C (3.44281, -2.99716, -2.27605)
C (4.40562, -2.94277, -1.27361)
C (5.46033, -3.84286, -1.25585)
C (5.57849, -4.80618, -2.24783)
C (4.63708, -4.85660, -3.26593)
C (3.58101, -3.95691, -3.27803)
C (0.90577, -2.52679, -2.33592)
C (0.61912, -3.89439, -2.23608)
C (-0.69515, -4.32249, -2.29405)
C (-1.70863, -3.38543, -2.41061)
C (-1.33577, -2.05049, -2.45694)
N (-0.08195, -1.62181, -2.43320)
H (2.76692, 2.53866, -3.62946)
H (1.91147, 1.02379, -3.57076)
H (4.34088, -2.16601, -0.52711)
H (6.20254, -3.77915, -0.46953)
H (6.40643, -5.50428, -2.23582)
H (4.72886, -5.59154, -4.05637)
H (2.85278, -3.99222, -4.08019)
H (1.42367, -4.60717, -2.12488)
H (-0.92545, -5.38016, -2.23853)
H (-2.75102, -3.67224, -2.44935)
H (-2.08990, -1.26786, -2.50072)
C (-1.93464, 6.14734, -0.74005)
C (-1.41963, 4.84644, -0.18561)
N (-1.65860, 3.70727, -0.72299)
N (-2.36726, 3.70084, -1.89216)
C (-2.81232, 2.48653, -2.21500)
O (-2.73624, 1.42190, -1.55768)
C (-3.51908, 2.44119, -3.55220)
C (-4.10485, 1.24479, -3.95337)
C (-4.75543, 1.14497, -5.17473)
C (-4.82493, 2.24734, -6.01494)
C (-4.24093, 3.44547, -5.62302)
C (-3.59341, 3.54312, -4.40043)
C (-0.58832, 4.86024, 1.04280)
C (-0.33622, 6.06537, 1.70387)
C (0.45602, 6.07074, 2.83871)
C (0.98671, 4.87630, 3.29056)
C (0.68553, 3.72632, 2.57198)
N (-0.07779, 3.70425, 1.49030)
H (-2.49875, 5.94136, -1.64373)
H (-1.10573, 6.82032, -0.97736)
H (-2.58624, 6.66311, -0.02959)
H (-4.03304, 0.39742, -3.28397)
H (-5.20548, 0.20548, -5.47251)
H (-5.32850, 2.17460, -6.97140)
H (-4.28833, 4.30814, -6.27688)
H (-3.13439, 4.46899, -4.08334)
H (-0.75312, 6.98893, 1.32873)
H (0.65848, 6.99994, 3.35752)
H (1.62058, 4.82879, 4.16572)
H (1.08820, 2.76851, 2.88348)
O (2.93315, 2.34777, 0.06131)
C (3.81353, 2.11790, 1.14235)
C (4.32346, 0.68305, 1.18401)
C (3.21150, -0.36521, 1.28065)
C (2.30125, -0.15964, 2.45844)
C (2.76171, -0.27795, 3.77012)
C (1.87689, -0.09557, 4.81716)
C (0.55709, 0.22546, 4.53324)
C (0.19240, 0.34349, 3.20323)
N (1.02926, 0.14055, 2.18621)
H (3.47869, 2.45049, -0.74193)
H (3.25862, 2.35861, 2.05386)
H (4.67525, 2.79228, 1.08623)
H (5.00031, 0.59987, 2.04392)
H (4.90554, 0.49187, 0.27864)
H (3.66007, -1.36000, 1.35248)
H (2.59071, -0.34758, 0.38467)
H (3.80113, -0.52034, 3.95341)
H (2.21038, -0.19875, 5.84281)
H (-0.17241, 0.38019, 5.31684)
H (-0.81710, 0.62793, 2.93350)
C (0.79346, -3.46459, 1.91750)
P (-0.84409, -3.04021, 1.19521)
C (-1.51741, -4.75342, 1.03538)
C (-1.78593, -2.51817, 2.70186)
C (-1.69170, -3.22699, 3.89599)
C (-2.38318, -2.82806, 5.02964)
C (-3.19626, -1.70723, 4.96963)
C (-3.30846, -0.99552, 3.78362)
C (-2.61120, -1.37942, 2.63795)
P (-2.58675, -0.35667, 1.09829)
C (-3.67662, 1.04865, 1.55744)
C (-3.78315, -1.27973, 0.04534)
H (0.74363, -4.23775, 2.68688)
H (1.25420, -2.56955, 2.33460)
H (1.42713, -3.81965, 1.10115)
H (-1.48295, -5.29436, 1.98353)
H (-0.92636, -5.29346, 0.29488)
H (-2.55000, -4.71359, 0.68537)
H (-1.05699, -4.10404, 3.95429)
H (-2.28529, -3.38743, 5.95209)
H (-3.74368, -1.38172, 5.84620)
H (-3.94298, -0.11965, 3.76138)
H (-4.67581, 0.73261, 1.86764)
H (-3.74825, 1.65995, 0.65627)
H (-3.22167, 1.66142, 2.33753)
H (-4.71818, -1.46168, 0.57931)
H (-3.35556, -2.22768, -0.28204)
H (-3.96770, -0.65398, -0.83004)

Calculated values
E_tot, eV: -93456.72390
Total charge: -1
Kohn-Sham gap, eV: 6.320
Max |F|, eV/A: 0.8
Molecular weight, g mol⁻¹: 961.869
LUMO energy, Eh: 0.0702

=====

2.
The following is a quantum chemistry calculation of a molecular structure, C45H50IrN6O5P3S5SbTe in a non-equilibrium geometry, from the OMol25 dataset.

Element x y z (Å)
Ir (0.25711, 0.55231, 1.48336)
Te (-3.32047, -1.59582, -1.37036)
C (-4.40357, -0.27376, -2.63113)
C (-5.01096, -0.74685, -3.78799)
C (-5.69612, 0.13764, -4.60861)
N (-5.81856, 1.44448, -4.36390)
C (-5.23575, 1.89154, -3.24529)
C (-4.53213, 1.08681, -2.36174)
C (-2.08047, -0.07741, -0.52388)
P (-2.30191, 0.47483, 1.19241)
C (-2.56674, 2.30268, 1.08709)
C (-2.21532, 3.06575, -0.02246)
C (-2.37523, 4.44809, -0.01285)
C (-2.87367, 5.08644, 1.11097)
C (-3.20467, 4.33655, 2.23420)
C (-3.05160, 2.95722, 2.22196)
C (-4.07011, 0.02346, 1.61992)
C (-4.27354, -1.17024, 2.30886)
C (-5.55463, -1.61449, 2.61392)
C (-6.65884, -0.86550, 2.23392)
C (-6.47313, 0.33620, 1.55961)
C (-5.18942, 0.78021, 1.26451)
P (-0.22368, -0.10154, -0.76702)
C (-0.06150, 0.57398, -2.47666)
C (-1.12008, 1.25989, -3.06900)
C (-1.03088, 1.74307, -4.37153)
C (0.13282, 1.54782, -5.10030)
C (1.20587, 0.88596, -4.51095)
C (1.11604, 0.40710, -3.21187)
C (0.07135, -1.90048, -1.00996)
C (0.15885, -2.71392, 0.25246)
C (0.41475, -4.23480, 0.11107)
C (0.61182, -4.71702, -1.29137)
C (0.40568, -3.92787, -2.34189)
C (0.10561, -2.49600, -2.19810)
H (-4.94513, -1.79507, -4.06090)
H (-6.16146, -0.21920, -5.52313)
H (-5.33867, 2.95465, -3.04672)
H (-4.07307, 1.51945, -1.48104)
H (-1.76495, 2.58852, -0.88237)
H (-2.08614, 5.02583, -0.88311)
H (-2.97313, 6.16482, 1.12812)
H (-3.56637, 4.83088, 3.12820)
H (-3.28931, 2.37808, 3.10855)
H (-3.41134, -1.76352, 2.59869)
H (-5.68901, -2.54986, 3.14563)
H (-7.66026, -1.21150, 2.46545)
H (-7.32875, 0.92931, 1.25761)
H (-5.06278, 1.72995, 0.76146)
H (-2.03937, 1.40474, -2.52014)
H (-1.87781, 2.26107, -4.80867)
H (0.20417, 1.90807, -6.12052)
H (2.12528, 0.74579, -5.06880)
H (1.95713, -0.08853, -2.73477)
H (0.80938, -2.22653, 0.97491)
H (1.25263, -4.55517, 0.73430)
H (0.89548, -5.75763, -1.42550)
H (0.51386, -4.32322, -3.34792)
H (-0.00896, -1.92080, -3.10569)
S (4.18493, 6.35321, 3.08760)
Sb (1.97572, 5.85327, 2.66105)
S (0.34461, 2.94514, 1.96413)
S (1.95887, 3.30289, 3.05548)
S (1.05765, 6.62481, 4.69234)
O (0.26529, 0.07265, 3.52190)
N (0.85956, -1.04029, 3.22193)
C (2.04784, -1.22347, 3.75584)
C (2.74117, -2.42658, 3.38908)
N (3.29687, -3.39453, 3.10069)
C (2.66303, -0.33074, 4.70334)
N (3.14259, 0.34079, 5.50679)
C (5.48352, 1.29274, 2.00630)
C (5.60920, 0.43353, 0.75163)
C (5.44513, -1.04456, 1.07862)
C (6.94198, 0.68697, 0.06830)
O (4.62599, 0.82756, -0.24119)
P (3.04287, 0.57890, -0.12416)
O (2.65996, -0.66038, -0.86502)
O (2.61392, 0.69090, 1.32249)
O (2.47767, 1.80866, -0.98103)
C (3.00286, 3.10562, -1.33358)
C (1.76091, 3.92710, -1.64700)
C (3.78970, 3.75613, -0.20070)
C (3.87159, 2.94667, -2.57547)
H (6.19826, 0.94196, 2.75627)
H (4.47732, 1.22723, 2.42368)
H (5.69418, 2.34317, 1.78582)
H (6.22718, -1.36676, 1.77029)
H (5.49567, -1.64296, 0.16501)
H (4.47688, -1.22906, 1.54527)
H (7.76165, 0.44587, 0.75065)
H (7.02021, 1.73996, -0.21573)
H (7.03203, 0.07312, -0.83272)
H (1.16647, 4.07101, -0.73934)
H (1.14668, 3.39694, -2.38438)
H (2.04344, 4.90409, -2.05000)
H (3.24945, 3.65119, 0.74339)
H (3.93275, 4.81994, -0.40679)
H (4.76719, 3.29129, -0.07929)
H (3.27817, 2.54412, -3.40145)
H (4.69294, 2.25789, -2.36306)
H (4.28531, 3.91578, -2.87081)
C (-0.00930, -5.12474, 3.00301)
N (-0.92595, -5.51308, 1.95355)
C (-0.90402, -6.90796, 1.56182)
C (-1.82091, -6.92254, 0.33971)
N (-1.84543, -5.51945, -0.08745)
C (-0.96397, -4.73538, 0.74289)
S (-1.49959, -2.98582, 1.01290)
H (-0.27595, -5.65529, 3.91931)
H (-0.10190, -4.05246, 3.18527)
H (1.04092, -5.34235, 2.77101)
H (-1.26736, -7.53941, 2.37532)
H (0.11395, -7.24458, 1.29741)
H (-2.82538, -7.25647, 0.60791)
H (-1.44030, -7.58822, -0.43845)
H (-1.70230, -5.36045, -1.07143)

Calculated values
E_tot, eV: -165368.07522
Total charge: -2
Kohn-Sham gap (spin up / spin down), eV: 4.849 / 5.057
Max |F|, eV/A: 1.5
Molecular weight, g mol⁻¹: 1449.766
LUMO energy (spin up / spin down), Eh: 0.1179 / 0.0864
Multiplicity: 6

=====

3.
The following is a quantum chemistry calculation of a molecular structure, C45H50N2O2PPt, from the OMol25 dataset.

Element x y z (Å)
Pt (0.18984, -0.36979, 0.23209)
O (-0.05500, -4.35495, -1.03495)
C (0.31615, -3.20397, -1.10823)
O (-0.22668, -2.29621, -0.33134)
C (1.33110, -2.82610, -2.18029)
C (1.58989, -3.84640, -3.09560)
C (2.44820, -3.66395, -4.16427)
C (3.07684, -2.44161, -4.34673)
C (2.84439, -1.41813, -3.44554)
C (1.98233, -1.59356, -2.36027)
P (1.88163, -0.21724, -1.20209)
C (2.06675, 1.32608, -2.11481)
C (3.31998, 1.89469, -2.34694)
C (3.41856, 3.06710, -3.07714)
C (2.27400, 3.67945, -3.57421)
C (1.02571, 3.12258, -3.33717)
C (0.92450, 1.94911, -2.60542)
C (3.31616, -0.31601, -0.11556)
C (3.44490, 0.66772, 0.86955)
C (4.51447, 0.63373, 1.74642)
C (5.46206, -0.37740, 1.64177)
C (5.33673, -1.35551, 0.66696)
C (4.26298, -1.33122, -0.21276)
H (1.08343, -4.78884, -2.94379)
H (2.62079, -4.47501, -4.85879)
H (3.74304, -2.28223, -5.18357)
H (3.33741, -0.46734, -3.59464)
H (4.21436, 1.43578, -1.94323)
H (4.39010, 3.50835, -3.25425)
H (2.35845, 4.59534, -4.14342)
H (0.12873, 3.59577, -3.71437)
H (-0.04974, 1.51617, -2.41947)
H (2.71444, 1.46766, 0.94118)
H (4.61436, 1.39557, 2.50779)
H (6.30178, -0.40101, 2.32326)
H (6.07311, -2.14426, 0.59085)
H (4.16038, -2.10664, -0.96089)
C (-3.48248, 1.09382, 4.11296)
C (-1.97649, 0.92993, 4.34858)
C (-1.16703, 1.90555, 3.49446)
C (-1.44767, -0.51183, 4.37715)
C (-1.42325, -1.10309, 5.63391)
C (-0.75726, -2.29291, 5.86473)
C (-0.02114, -2.86598, 4.84709)
C (-0.00902, -2.33384, 3.56073)
C (0.90839, -2.99555, 2.55600)
C (0.58416, -4.47306, 2.35026)
C (2.36318, -2.79974, 2.99042)
C (-0.81626, -1.20761, 3.31999)
N (-1.08650, -0.73727, 1.98051)
C (-2.33083, -0.57233, 1.70490)
C (-2.71143, 0.16476, 0.47600)
N (-1.79220, 0.65870, -0.26567)
C (-2.23474, 1.42631, -1.41372)
C (-2.44684, 2.79261, -1.24078)
C (-2.88555, 3.51543, -2.34799)
C (-3.06537, 2.90314, -3.57485)
C (-2.79225, 1.55133, -3.72453)
C (-2.37240, 0.77918, -2.64828)
C (-2.06644, -0.69616, -2.80588)
C (-1.46671, -1.04067, -4.16721)
C (-3.30443, -1.55517, -2.53279)
C (-2.16269, 3.50714, 0.06419)
C (-3.44308, 4.04061, 0.70575)
C (-1.13290, 4.62156, -0.13465)
H (-3.82061, 2.04794, 4.51813)
H (-4.05662, 0.30282, 4.59610)
H (-3.73490, 1.10088, 3.04988)
H (-1.80320, 1.25335, 5.37802)
H (-1.36740, 1.81092, 2.43037)
H (-0.09431, 1.77578, 3.64903)
H (-1.42441, 2.92787, 3.77539)
H (-1.89933, -0.58609, 6.45819)
H (-0.76649, -2.73960, 6.84971)
H (0.56422, -3.75292, 5.04899)
H (0.79397, -2.50108, 1.59282)
H (0.75421, -5.04359, 3.26506)
H (1.22810, -4.89542, 1.57789)
H (-0.44814, -4.61839, 2.03520)
H (2.55886, -3.28690, 3.94747)
H (2.61163, -1.74226, 3.09487)
H (3.03488, -3.23580, 2.25086)
H (-3.11253, -0.91084, 2.37547)
H (-3.76644, 0.32166, 0.26034)
H (-3.07393, 4.57647, -2.24517)
H (-3.40733, 3.48135, -4.42280)
H (-2.90830, 1.08837, -4.69482)
H (-1.32054, -0.95452, -2.05219)
H (-2.20288, -0.96705, -4.96895)
H (-1.10636, -2.07048, -4.15510)
H (-0.62609, -0.38963, -4.41585)
H (-4.10600, -1.30241, -3.22932)
H (-3.68465, -1.41723, -1.51979)
H (-3.06550, -2.61303, -2.64858)
H (-1.71843, 2.78795, 0.75374)
H (-3.91491, 4.79169, 0.07031)
H (-3.22454, 4.50777, 1.66700)
H (-4.17363, 3.24599, 0.87043)
H (-1.52341, 5.41384, -0.77470)
H (-0.21954, 4.23920, -0.59403)
H (-0.87237, 5.07088, 0.82459)

Calculated values
E_tot, eV: -67082.44312
Total charge: +1
Kohn-Sham gap (spin up / spin down), eV: 6.789 / 6.786
Max |F|, eV/A: 0.8
Molecular weight, g mol⁻¹: 876.959
LUMO energy (spin up / spin down), Eh: -0.1582 / -0.1582

=====

4.
The following is a quantum chemistry calculation of a molecular structure, C45H51AsN5O6PSeSi3Tl, from the OMol25 dataset.

Element x y z (Å)
Tl (-0.51373, -0.42709, 0.80537)
O (3.48190, 1.66656, 6.60105)
C (3.50916, 0.52493, 6.11720)
O (4.29450, -0.42003, 6.30454)
C (2.38161, 0.22645, 5.09705)
C (1.43580, 1.18010, 4.76212)
C (0.47600, 0.89143, 3.80149)
N (0.45267, -0.27844, 3.15612)
C (1.31131, -1.23361, 3.52875)
C (2.28040, -1.01773, 4.49509)
C (1.11782, -2.58245, 2.91874)
C (1.72875, -3.71509, 3.45240)
C (1.43853, -4.95226, 2.90864)
C (0.53817, -5.03630, 1.85935)
C (-0.02808, -3.86423, 1.38730)
N (0.26596, -2.67199, 1.89814)
C (-0.65805, 1.82255, 3.53508)
C (-0.63732, 3.14361, 3.96798)
C (-1.76212, 3.92432, 3.77352)
C (-2.87180, 3.37035, 3.15970)
C (-2.78765, 2.05188, 2.73686)
N (-1.71323, 1.29587, 2.91233)
H (1.47917, 2.12217, 5.28904)
H (2.99829, -1.76587, 4.80046)
H (2.40386, -3.63169, 4.29027)
H (1.90449, -5.84186, 3.31063)
H (0.27162, -5.98349, 1.41331)
H (-0.73894, -3.86565, 0.57024)
H (0.24623, 3.56638, 4.42056)
H (-1.75853, 4.96200, 4.07986)
H (-3.77245, 3.94232, 2.98826)
H (-3.62206, 1.58428, 2.22168)
O (-2.50105, -1.70275, 2.48534)
C (-2.51630, -1.18531, 1.40807)
C (-3.77203, -1.14646, 0.56838)
C (-4.78215, -1.97457, 1.06307)
C (-5.99948, -2.07408, 0.41878)
C (-6.22517, -1.33056, -0.73088)
C (-5.23110, -0.50180, -1.21815)
C (-3.99076, -0.39116, -0.58900)
P (-2.70949, 0.73718, -1.28169)
C (-2.76434, 0.33575, -3.06099)
C (-2.33425, 1.31360, -3.96093)
C (-2.23033, 1.03021, -5.31098)
C (-2.54573, -0.23914, -5.78301)
C (-2.97031, -1.21407, -4.89597)
C (-3.08836, -0.92607, -3.54287)
C (-3.60546, 2.33826, -1.24337)
C (-4.60921, 2.70207, -2.14357)
C (-5.24894, 3.92364, -2.02731)
C (-4.88884, 4.80649, -1.01423)
C (-3.87846, 4.46641, -0.13241)
C (-3.23919, 3.23948, -0.25208)
H (-4.58309, -2.54188, 1.96123)
H (-6.76653, -2.73045, 0.80884)
H (-7.17305, -1.39725, -1.24926)
H (-5.41514, 0.06887, -2.11837)
H (-2.07580, 2.30230, -3.60170)
H (-1.89376, 1.79827, -5.99491)
H (-2.45545, -0.46527, -6.83787)
H (-3.19615, -2.21197, -5.24592)
H (-3.41025, -1.70464, -2.86210)
H (-4.87456, 2.03970, -2.95850)
H (-6.02166, 4.19474, -2.73534)
H (-5.38262, 5.76598, -0.93205)
H (-3.55242, 5.15809, 0.63341)
H (-2.43392, 2.99451, 0.42164)
O (-0.42512, -1.52101, -1.61720)
N (-1.16144, -2.52823, -1.80646)
O (-1.08481, -3.14587, -2.85550)
O (-2.02896, -2.79854, -0.95925)
C (0.73393, 2.03078, -2.48417)
Si (1.92038, 0.60473, -2.63646)
C (3.54665, 1.30486, -3.25367)
C (1.33175, -0.60720, -3.93129)
As (2.15138, -0.41463, -0.47253)
Si (3.19764, -2.47483, -1.03809)
C (1.91406, -3.67072, -1.66040)
C (4.05088, -3.25442, 0.43362)
C (4.49060, -2.23040, -2.37637)
Si (3.88265, 0.78100, 0.68329)
C (5.28711, 1.33266, -0.43410)
C (4.65771, -0.34290, 1.95912)
C (3.15319, 2.28424, 1.49308)
H (0.53286, 2.43881, -3.47709)
H (1.14245, 2.82681, -1.86026)
H (-0.20795, 1.72344, -2.03548)
H (3.34276, 1.67650, -4.26170)
H (4.34694, 0.57032, -3.32488)
H (3.89714, 2.14331, -2.65851)
H (1.59167, -0.18841, -4.90707)
H (0.25666, -0.76273, -3.87761)
H (1.79497, -1.58756, -3.84808)
H (1.12283, -3.82245, -0.92864)
H (2.39503, -4.63610, -1.84071)
H (1.43413, -3.34136, -2.57817)
H (3.46974, -3.17445, 1.35025)
H (5.03051, -2.81947, 0.62001)
H (4.18552, -4.31673, 0.21511)
H (4.05097, -1.88755, -3.31146)
H (4.97318, -3.19238, -2.56437)
H (5.26400, -1.52215, -2.08140)
H (5.57111, 0.59250, -1.17951)
H (6.14819, 1.50192, 0.21666)
H (5.06802, 2.26737, -0.94402)
H (5.51743, -0.86720, 1.54317)
H (3.97884, -1.08267, 2.36949)
H (5.00820, 0.26690, 2.79510)
H (2.71249, 2.98277, 0.78171)
H (3.95683, 2.79587, 2.02915)
H (2.38268, 2.02113, 2.21524)
Se (0.31860, 4.76853, 0.65891)
C (0.16524, 2.98633, 0.64979)
N (0.14442, 1.82369, 0.58235)

Calculated values
E_tot, eV: -231031.64174
Total charge: -1
Kohn-Sham gap, eV: 7.330
Max |F|, eV/A: 1.0
Molecular weight, g mol⁻¹: 1231.429
LUMO energy, Eh: 0.0591